141
Properties=species:S:1:pos:R:3:forces:R:3:mulliken_charge:R:1 method="wB97M-V/def2-TZVPD" mol_weight_g_mol=908.91 charge=+1 largest_force_ha_per_bohr=0.12252 gap_ev=2.2370 e_tot_ev=-86110.237
C 5.6584 0.2560 2.9529 -0.120 0.555 -0.582 -0.8291
N 5.1286 -0.9861 3.5355 0.783 -0.682 -0.474 0.0406
C 3.8188 -1.2587 3.5246 0.269 -0.163 1.128 -0.3327
C 3.3574 -2.4759 4.0349 0.261 0.536 -0.457 -0.6495
C 4.2839 -3.4758 4.3490 -0.382 0.228 -0.306 0.7503
C 5.6343 -3.1808 4.2583 -0.543 -0.351 0.361 -0.6528
C 6.0191 -1.9217 3.9175 0.528 -0.541 -0.812 -0.4565
C 3.9055 -4.8121 4.8648 -0.100 0.683 -0.181 0.7179
C 3.0985 -4.8150 5.9763 -0.652 -0.846 1.053 -0.5951
C 2.8508 -5.9916 6.6536 0.436 -0.665 -0.315 -0.5991
N 3.3583 -7.2032 6.2037 -0.215 1.580 -1.062 0.0838
C 4.0328 -7.2145 5.0471 1.337 1.526 0.013 -0.1707
C 4.3919 -6.0068 4.4039 -0.060 -1.432 0.106 -0.4905
C 3.1221 -8.4607 6.9081 -1.189 0.292 1.240 -0.8489
H 6.5400 0.5659 3.5139 -0.362 0.203 0.050 0.3469
H 4.8527 0.9874 2.8891 0.247 0.179 0.446 0.3481
H 5.9483 0.0915 1.9151 0.122 -0.370 -0.002 0.3547
H 3.2009 -0.4241 3.2278 -0.338 -0.182 -0.125 0.5297
H 2.2850 -2.5492 4.1398 -0.059 -0.467 -0.096 0.5669
H 6.3584 -3.9399 4.5147 0.217 0.152 -0.061 0.5442
H 7.0838 -1.8142 3.7717 -0.005 1.041 0.087 0.4175
H 2.7290 -3.8801 6.3711 -0.168 -0.098 0.166 0.5436
H 2.2960 -5.9626 7.5797 -0.035 -0.436 0.035 0.4616
H 4.5181 -8.1294 4.7410 -0.396 -0.228 -0.029 0.3616
H 5.1010 -6.0575 3.5909 -0.168 -0.060 -0.211 0.5150
H 3.6863 -9.3215 6.5492 0.116 0.497 -0.137 0.3100
H 2.0498 -8.6474 6.8498 0.040 -0.322 -0.186 0.3786
H 3.3020 -8.2418 7.9607 0.328 -0.392 -0.006 0.3390
B 2.3936 3.2169 -0.6356 -0.604 3.057 0.437 0.6363
F 3.7085 3.3926 -1.0120 0.823 -0.227 -0.385 -0.3879
F 2.2405 3.6596 0.6956 0.237 -0.179 0.917 -0.4274
F 1.5328 4.0580 -1.3849 0.115 0.320 -0.703 -0.4450
F 1.9504 1.9746 -0.7800 -0.453 -3.180 -0.211 -0.3679
O 0.9896 9.4727 0.1878 -0.991 2.145 -0.277 -0.6922
C 1.5277 8.4707 -0.2296 -0.612 3.446 -2.722 0.6030
N 1.7961 7.5780 0.6143 1.357 -4.992 3.596 -0.3148
C 1.8790 8.2664 -1.6541 0.029 0.104 -1.042 -0.7154
H 1.3881 7.7757 1.5168 0.232 -0.380 0.053 0.2137
H 2.0636 6.6347 0.3717 0.004 0.011 0.095 0.2083
H 2.2789 9.1608 -2.1317 0.223 0.117 0.476 0.2947
H 0.9335 8.1446 -2.1825 0.007 -0.537 -0.082 0.1071
H 2.5698 7.4378 -1.8101 -0.269 -0.093 -0.136 0.2894
O 3.3935 1.6513 -6.4680 0.175 0.254 -0.599 -0.6820
C 2.7002 1.7186 -5.4646 0.603 -1.753 -1.427 0.6481
N 2.5884 2.8012 -4.7501 -0.561 2.007 1.715 -0.2053
C 1.9768 0.4769 -5.0432 -0.080 -0.482 0.617 -0.8659
H 2.2455 2.7665 -3.8007 -0.175 0.261 -0.101 0.1173
H 2.9666 3.6721 -5.0944 0.142 -0.248 0.150 0.1740
H 1.1323 0.2874 -5.7058 0.150 0.036 -0.130 0.2399
H 1.5970 0.4681 -4.0215 0.039 0.205 0.078 0.3081
H 2.7187 -0.3142 -5.1512 -0.273 -0.189 -0.064 0.2581
O 8.2181 4.9986 -3.7011 -1.046 -0.074 -0.835 -0.6808
C 7.4367 4.3511 -4.4248 2.869 4.333 -1.017 0.7229
N 7.0493 3.2055 -4.0588 -1.781 -4.811 1.631 -0.3111
C 6.9740 4.8558 -5.7638 0.317 1.450 -0.924 -1.0552
H 7.2952 2.9747 -3.1067 -0.056 -0.406 -0.201 0.2159
H 6.6115 2.5273 -4.6658 -0.160 0.287 0.237 0.2117
H 5.8994 5.0132 -5.8558 -0.030 -0.056 0.365 0.2496
H 7.2639 4.3682 -6.6945 0.142 -0.989 0.437 0.3398
H 7.4824 5.8094 -5.9061 -0.318 0.264 0.283 0.3117
O 7.1618 -2.1026 -0.4221 -1.096 -0.764 -0.666 -0.6411
C 6.2976 -2.9180 -0.8018 0.791 4.198 1.409 0.6099
N 6.2468 -4.0801 -0.2093 -0.216 -3.163 1.119 -0.3423
C 5.1511 -2.4851 -1.6338 -0.465 0.836 -0.974 -0.9811
H 6.8923 -4.1487 0.5644 0.378 -0.541 -0.515 0.2351
H 6.0095 -4.8889 -0.7657 -0.169 -0.131 0.435 0.2312
H 5.0417 -1.4171 -1.4453 0.637 0.215 -0.791 0.2766
H 4.1188 -2.7717 -1.4327 0.355 -1.184 0.371 0.3287
H 5.3962 -2.7496 -2.6625 -0.292 0.564 -0.271 0.2953
C -3.7172 1.3959 -4.1135 1.344 0.732 1.200 -0.7844
O -3.6128 2.7817 -3.7597 -1.805 -0.405 0.220 -0.2835
C -2.5322 3.4372 -4.3055 1.409 0.769 -1.026 -0.6097
C -2.4558 4.9622 -4.0623 -0.824 -0.715 0.398 -0.5722
N -3.5627 5.6650 -4.6829 0.716 0.749 -0.723 -0.3212
C -3.7539 6.9611 -3.9968 -0.193 -1.489 1.250 -0.7192
C -4.6664 7.8614 -4.7067 0.153 0.892 -2.364 -0.6586
O -3.9925 8.1585 -5.9691 -1.176 0.674 -0.414 -0.2882
C -4.8451 8.9649 -6.8117 -0.663 -0.992 0.828 -0.7805
H -2.8248 0.9023 -3.7288 0.169 -0.293 0.713 0.3074
H -3.5790 1.1177 -5.1583 -1.053 0.644 -0.511 0.3333
H -4.5899 1.0436 -3.5636 -0.028 -0.226 -0.649 0.2321
H -2.5754 3.3090 -5.3871 0.233 -0.049 -0.409 0.3624
H -1.6265 2.9538 -3.9394 0.467 0.107 0.021 0.4156
H -1.5294 5.3992 -4.4349 0.208 -0.447 -0.243 0.2731
H -2.4449 5.1812 -2.9945 0.032 -0.297 0.529 0.3598
H -4.4080 5.1127 -4.6568 -0.092 0.041 0.258 0.2560
H -2.8229 7.4708 -3.7489 0.220 -0.318 -0.332 0.3319
H -4.2104 6.6339 -3.0627 -0.091 0.772 0.725 0.4979
H -4.9177 8.8331 -4.2816 0.312 -0.065 0.777 0.4336
H -5.6249 7.3607 -4.8436 -0.225 -0.184 -0.531 0.3379
H -5.7889 8.4342 -6.9370 -0.267 -0.251 -0.099 0.3210
H -4.4999 9.1350 -7.8315 0.766 -0.041 0.410 0.2640
H -5.1457 9.8901 -6.3199 0.422 0.385 0.008 0.2930
C -6.5954 -9.3230 1.7012 1.088 -0.989 -1.338 -0.7207
O -5.5038 -8.3950 1.7239 -1.055 0.869 0.975 -0.3165
C -4.2599 -9.0565 1.7356 0.364 1.125 -0.690 -0.6814
C -3.0996 -8.0412 1.6481 -1.244 -0.320 0.999 -0.3892
N -3.0716 -7.2109 2.8491 1.374 -1.151 0.689 -0.2632
C -1.9767 -6.2689 2.8231 -1.258 0.332 0.671 -0.8980
C -2.3650 -5.1889 1.8734 1.407 1.338 -0.423 -0.1575
O -1.4538 -4.1244 2.1342 -0.194 0.749 -1.685 -0.3314
C -1.3893 -3.2799 0.9639 1.440 0.727 1.574 -0.7569
H -7.5553 -8.9702 1.3240 0.396 0.875 0.175 0.2639
H -6.7901 -9.9228 2.5902 0.384 0.401 0.519 0.2896
H -6.2179 -10.0129 0.9465 -0.700 -0.741 -0.177 0.2969
H -4.2201 -9.6381 0.8146 0.199 -0.703 0.140 0.4520
H -4.1507 -9.6294 2.6564 0.107 -0.367 -0.092 0.3350
H -3.1025 -7.4694 0.7202 -0.458 0.048 -0.227 0.2843
H -2.1833 -8.6303 1.6115 0.162 -0.098 0.171 0.2696
H -3.9217 -6.8105 3.2195 -0.163 -0.228 -0.645 0.3125
H -0.9954 -6.7200 2.6766 -0.139 -0.320 -0.864 0.2253
H -1.7885 -5.7587 3.7678 -0.603 -0.091 0.509 0.3382
H -3.3604 -4.7623 1.9968 -0.373 -0.561 0.389 0.2584
H -2.2845 -5.4751 0.8248 0.070 -0.213 -0.120 0.3062
H -2.3096 -2.7766 0.6674 -0.381 -0.665 -0.095 0.2925
H -0.8352 -3.7754 0.1666 -0.496 -0.167 -0.299 0.3538
H -0.7528 -2.4580 1.2916 0.142 0.177 -0.132 0.2366
C -2.1551 3.6945 3.8402 0.230 2.368 0.656 -0.7966
O -3.1660 3.3333 2.9698 0.581 0.070 -0.032 -0.3775
C -2.8765 2.1183 2.3587 0.149 -0.994 -0.982 -0.4454
C -3.7774 2.0507 1.1342 0.212 -0.384 -0.236 -0.5545
N -5.1446 2.2243 1.6084 -0.899 -2.532 0.878 -0.3897
C -5.6720 0.8971 2.2380 0.695 1.295 -0.419 -0.5059
C -6.1545 -0.1795 1.2830 -0.729 1.149 -0.042 -0.4963
O -7.4233 0.1613 0.7012 0.892 -0.601 -0.423 -0.3337
C -7.8386 -0.7734 -0.2930 -0.846 0.098 0.524 -0.7188
H -2.4345 4.7086 4.1257 0.094 0.082 0.411 0.2927
H -1.1875 3.8385 3.3594 0.165 -0.494 -0.270 0.2716
H -2.0382 3.1349 4.7682 -0.232 -0.629 -0.093 0.3111
H -3.0843 1.3558 3.1094 -0.179 -0.607 -0.146 0.2274
H -1.8317 1.9789 2.0810 0.328 0.489 -0.042 0.5176
H -3.6242 1.1676 0.5138 -0.153 -0.493 0.376 0.2138
H -3.5296 2.8301 0.4137 0.074 0.463 0.341 0.2701
H -4.9278 2.7701 2.4301 -1.034 0.671 0.126 0.4244
H -6.3635 1.1320 3.0472 -0.754 0.279 -0.617 0.4551
H -4.9410 0.3734 2.8541 0.933 0.022 -0.201 0.2566
H -6.1928 -1.0765 1.9011 -0.442 -0.468 -0.141 0.3188
H -5.4144 -0.3511 0.5015 0.138 0.033 -0.206 0.2316
H -7.3122 -0.8243 -1.2461 0.860 0.354 0.207 0.2465
H -8.8500 -0.5020 -0.5956 -0.096 0.085 0.312 0.2754
H -7.8798 -1.7721 0.1417 0.039 -0.246 -0.032 0.3075



17
Properties=species:S:1:pos:R:3:forces:R:3:lowdin_spin:R:1 method="wB97M-V/def2-TZVPD" mol_weight_g_mol=117.99 charge=+1 largest_force_ha_per_bohr=0.05287 gap_ev="6.8144 / 4.2664" spin_multiplicity=2 e_tot_ev=-10822.561
C 0.6993 0.7458 -1.1022 0.500 -0.887 -0.312 0.1205
C -0.1555 1.4637 0.0139 -0.224 0.628 0.494 0.1252
C -0.7337 0.4436 0.9598 1.335 -1.169 2.060 0.0245
C -1.7794 -0.4417 0.4080 0.385 -0.587 0.843 0.0008
O -2.2520 -1.3807 1.0412 -0.001 0.553 -0.608 0.0052
O 1.2436 1.7007 -1.8822 -0.309 0.091 -0.049 0.6816
Li 0.8641 2.7164 -3.3688 0.140 -0.042 0.099 -0.0010
Li -1.4723 -2.1356 2.6540 0.588 0.236 -0.028 0.0000
H 0.0241 0.0715 -1.6617 0.118 0.260 0.153 0.0113
H 1.4779 0.1672 -0.5693 -0.245 0.298 -0.062 0.0184
H -0.9439 2.0481 -0.4794 0.203 -0.067 -0.046 0.0009
H 0.5070 2.1506 0.5540 -0.169 -0.152 -0.199 -0.0006
H -1.1850 0.9375 1.8362 -0.025 0.243 -0.301 0.0098
H -2.1337 -0.2317 -0.6203 -0.129 -0.176 0.056 0.0002
O 0.1682 -1.4705 2.9513 -0.754 0.196 -0.491 0.0021
H 0.6151 -1.4072 3.7961 0.180 0.084 -0.066 0.0000
H 0.0824 -0.2268 1.7730 -1.593 0.490 -1.542 0.0010